Entry 1:
Density functional theory data (ωB97M-V/def2-TZVPD) for a structure of composition C4H9N3O in a non-equilibrium geometry.

Summary:
HOMO energy in eV: -8.7
LUMO level in hartree: 0.013
Relative energy (zero: lowest compared OMol25 entry of this formula, charge and spin) in kcal/mol: 92.5

Each line ends with the Löwdin charge.
Cartesian coordinates (Å):
1 C 0.754 -1.119 -0.481  -0.259
2 C 0.032 0.617 1.381  -0.155
3 C -0.100 1.072 -1.279  -0.050
4 N 0.059 0.139 -0.162  -0.200
5 N -1.253 0.141 1.707  0.021
6 O 2.023 -0.887 -1.017  -0.031
7 C -1.692 -0.447 0.286  -0.375
8 N -2.564 -0.904 -0.333  0.100
9 H 2.594 -0.506 -0.338  0.097
10 H -1.335 -0.491 2.491  0.094
11 H 0.185 -1.659 -1.244  0.137
12 H 0.790 -1.715 0.438  0.133
13 H 0.868 0.142 1.909  0.116
14 H 0.068 1.708 1.306  0.108
15 H -0.474 2.025 -0.910  0.092
16 H 0.864 1.213 -1.761  0.081
17 H -0.817 0.671 -1.995  0.092

Atomic forces in eV per Å
-0.154 0.804 0.282
0.964 -0.443 -3.504
0.697 0.055 0.409
-0.558 -0.149 1.804
-1.753 -1.215 -2.745
0.538 -0.121 -0.064
0.141 1.136 4.395
0.108 -0.203 -0.591
-0.074 -0.096 -0.096
-0.062 -0.276 -0.245
-0.010 0.191 0.133
-0.055 0.006 -0.099
-0.094 0.418 0.007
0.371 -0.140 0.380
-0.027 0.000 0.031
-0.003 0.199 -0.213
-0.030 -0.165 0.114

=====

Entry 2:
Density functional theory data (ωB97M-V/def2-TZVPD) for a cluster of 7 separate species, H14O7 in total.

Summary:
HOMO energy in eV: -10.8
SMILES string: O.O.O.O.O.O.O
LUMO level in hartree: 0.004
Relative energy (zero: lowest compared OMol25 entry of this formula, charge and spin) in kcal/mol: 35.1

Each line ends with the Löwdin charge.
Cartesian coordinates (Å):
1 O -1.402 1.233 -3.136  -0.070
2 H -2.220 1.182 -3.641  0.033
3 H -1.422 0.472 -2.531  -0.012
4 O -0.064 0.195 0.456  -0.056
5 H -0.708 -0.395 0.024  0.040
6 H 0.310 0.719 -0.263  0.046
7 O -0.799 2.599 1.961  -0.066
8 H -0.068 2.091 1.585  0.001
9 H -0.380 3.281 2.498  0.034
10 O -1.091 -1.374 -1.746  -0.043
11 H -1.955 -1.690 -2.044  0.072
12 H -0.452 -1.823 -2.315  0.076
13 O -0.007 -3.562 1.317  -0.086
14 H -0.562 -4.043 1.939  0.028
15 H 0.177 -2.709 1.762  -0.012
16 O 0.592 -1.162 2.850  -0.069
17 H 1.529 -1.242 2.636  0.053
18 H 0.251 -0.501 2.209  0.016
19 O 2.491 2.342 -0.915  -0.056
20 H 3.401 2.650 -0.989  0.037
21 H 2.380 1.738 -1.658  0.035

Atomic forces in eV per Å
-0.042 -0.249 0.151
0.080 0.050 0.075
0.051 0.220 -0.274
-0.175 -0.140 -0.287
0.365 0.208 0.096
-0.016 -0.024 0.119
0.232 0.122 0.097
-0.285 -0.003 0.047
-0.060 -0.067 -0.070
-0.292 0.008 -0.289
0.158 -0.087 0.155
-0.026 0.033 0.180
0.032 0.301 0.038
0.054 0.052 -0.007
-0.142 -0.376 0.018
-0.136 0.183 -0.361
-0.070 0.118 0.053
0.323 -0.306 0.282
0.014 -0.164 -0.084
-0.093 -0.008 0.051
0.028 0.129 0.011

=====

Entry 3:
Density functional theory data (ωB97M-V/def2-TZVPD) for an isolated molecule of C12H8O in a non-equilibrium geometry.

Summary:
HOMO energy in eV: -7.3
SMILES string: C1=Cc2cccc3occ(c23)C=C1
LUMO level in hartree: 0.004
Relative energy (zero: lowest compared OMol25 entry of this formula, charge and spin) in kcal/mol: 11.3

Each line ends with the Löwdin charge.
Cartesian coordinates (Å):
1 C 0.380 2.116 -1.410  -0.094
2 C 1.253 1.227 -1.000  -0.072
3 C 1.062 0.031 -0.215  -0.122
4 C 2.171 -0.806 0.088  -0.016
5 C 1.927 -1.937 0.894  -0.087
6 C 0.683 -2.269 1.381  0.002
7 C -0.394 -1.441 1.080  -0.248
8 O -1.671 -1.689 1.428  0.082
9 C -2.365 -0.705 0.802  -0.030
10 C -1.562 0.185 0.092  -0.148
11 C -0.218 -0.352 0.289  -0.042
12 C -1.904 1.340 -0.590  -0.071
13 C -1.071 2.154 -1.250  -0.071
14 H 0.880 2.878 -2.020  0.106
15 H 2.271 1.551 -1.288  0.120
16 H 3.186 -0.635 -0.228  0.104
17 H 2.768 -2.517 1.212  0.095
18 H 0.563 -3.100 2.090  0.125
19 H -3.457 -0.720 0.874  0.136
20 H -2.960 1.696 -0.479  0.134
21 H -1.543 2.995 -1.752  0.098

Atomic forces in eV per Å
-0.941 0.779 -1.008
1.784 -0.044 0.122
0.933 -1.281 0.571
-2.151 0.034 0.502
0.076 0.485 -0.043
-0.022 -0.533 1.080
1.847 -1.741 0.368
-0.216 0.416 -0.383
-0.617 1.868 -1.200
0.178 -3.381 2.420
0.116 1.449 -1.110
-1.679 2.326 -0.675
-0.071 0.725 -0.517
-0.880 0.158 0.261
-0.292 -0.968 0.434
-0.009 0.413 -0.243
0.326 -0.413 -0.008
0.034 0.304 -0.545
0.608 -0.093 0.199
0.909 -0.534 -0.411
0.070 0.030 0.186

=====

Entry 4:
Density functional theory data (ωB97M-V/def2-TZVPD) for a structure of composition C10H22F3Li2NO4 in a non-equilibrium geometry.

Summary:
HOMO energy in eV: -8.6
LUMO level in hartree: 0.013
Relative energy (zero: lowest compared OMol25 entry of this formula, charge and spin) in kcal/mol: 214.0

Each line ends with the Löwdin charge.
Cartesian coordinates (Å):
1 Li -1.267 0.853 -0.932  0.323
2 Li -2.644 2.030 0.068  0.551
3 O -1.231 2.277 -0.454  -0.497
4 H -1.233 2.721 -1.324  -0.004
5 O -2.575 0.655 -0.246  -0.485
6 H -2.503 -0.318 -0.214  -0.030
7 C -1.987 0.647 -3.305  -0.052
8 C -1.149 -0.579 -2.782  -0.235
9 N -0.429 -0.260 -1.585  -0.295
10 C -0.031 -1.541 -0.991  -0.198
11 C -1.164 -2.172 -0.111  -0.066
12 C 0.838 0.459 -1.987  -0.142
13 C 1.511 1.036 -0.702  -0.091
14 H -1.328 1.358 -3.804  0.067
15 H -2.592 1.121 -2.532  0.055
16 H -2.561 0.418 -4.202  0.076
17 H -1.858 -1.381 -2.575  0.115
18 H -0.455 -1.009 -3.504  0.122
19 H 0.300 -2.290 -1.710  0.132
20 H 0.687 -1.371 -0.189  0.062
21 H -0.992 -3.184 0.255  0.087
22 H -1.514 -1.543 0.707  0.068
23 H -2.084 -2.387 -0.654  0.070
24 H 0.698 1.286 -2.684  0.119
25 H 1.387 -0.331 -2.500  0.117
26 H 1.097 1.957 -0.291  0.070
27 H 2.554 1.208 -0.969  0.092
28 H 1.680 0.319 0.101  0.017
29 C 0.038 0.858 1.335  -0.067
30 C 0.877 -0.425 1.532  -0.312
31 O 1.953 -0.219 2.367  0.009
32 C 1.602 -0.161 3.801  -0.205
33 O 0.464 -0.201 4.269  0.153
34 C 2.900 -0.199 4.667  -0.543
35 F 3.456 -1.432 4.518  0.137
36 F 3.830 0.610 4.280  0.221
37 F 2.447 -0.130 5.949  0.145
38 H 0.730 1.700 1.362  0.097
39 H -0.593 0.911 2.221  0.103
40 H -0.491 0.696 0.395  0.018
41 H 1.407 -0.728 0.629  0.068
42 H 0.226 -1.260 1.790  0.129

Atomic forces in eV per Å
-0.284 1.161 -1.117
-3.241 4.785 2.577
4.285 7.893 -2.079
0.388 0.469 0.701
-5.208 -9.872 1.184
-1.098 1.040 0.096
1.308 -0.519 -1.164
-2.135 0.572 -0.997
4.193 -4.079 -2.702
-1.274 -0.727 2.146
-1.040 -0.281 -0.994
-0.189 -0.088 1.894
2.352 -0.003 -2.025
0.396 0.485 0.644
-0.018 -0.245 -0.200
-0.601 -0.663 0.424
-0.077 0.014 0.174
0.053 0.242 -0.588
0.280 0.150 -0.272
-0.082 -0.606 -1.940
0.891 0.168 0.253
0.503 -0.024 0.136
-0.155 0.330 -0.569
-0.550 -0.184 -0.023
0.802 0.247 -0.019
-0.013 -0.294 -1.030
0.234 0.553 -0.411
0.082 1.545 -1.860
0.647 -2.014 1.545
-1.311 -0.034 0.219
0.443 0.149 5.993
-2.229 -0.323 -2.065
3.748 0.140 -1.776
-1.851 -2.616 -0.055
-0.463 0.058 0.253
0.373 1.688 0.622
1.437 0.797 -0.919
-0.616 -0.099 -0.056
-0.501 0.088 -0.345
0.560 0.560 1.966
-0.251 -0.403 1.636
0.213 -0.062 0.744

=====

Entry 5:
Density functional theory data (ωB97M-V/def2-TZVPD) for the ion C4H6O2PS with charge -1 in a non-equilibrium geometry.

Summary:
HOMO energy in eV: -4.3
SMILES string: C#C[P@]([O-])(=S)OCC
Total charge: -1
LUMO level in hartree: 0.134
Relative energy (zero: lowest compared OMol25 entry of this formula, charge and spin) in kcal/mol: 69.1

Each line ends with the Löwdin charge.
Cartesian coordinates (Å):
1 C -1.130 -2.700 0.276  0.023
2 C -1.120 -1.503 0.136  -0.348
3 P -1.554 0.234 0.199  0.292
4 O -1.129 1.161 2.012  -0.640
5 S -3.355 0.037 -0.626  0.093
6 O -0.518 0.923 -0.817  -0.369
7 C 0.754 1.373 -0.399  -0.378
8 C 1.709 0.233 -0.202  -0.113
9 H -1.183 -3.735 0.136  -0.003
10 H 1.069 2.252 -1.007  0.117
11 H 0.778 1.832 0.600  0.084
12 H 1.878 -0.389 -1.081  0.060
13 H 2.674 0.689 0.173  0.086
14 H 1.128 -0.406 0.603  0.093

Atomic forces in eV per Å
0.286 0.520 -0.539
0.136 0.280 1.019
-0.024 2.079 4.446
-1.187 -3.043 -5.430
0.653 0.804 0.448
-0.084 0.407 -0.324
0.768 1.459 0.877
-0.279 -0.656 1.337
0.011 -0.771 0.200
-0.160 -1.060 -0.462
-1.089 -0.108 -0.023
0.068 0.023 -0.046
-0.936 -0.923 -0.179
1.840 0.988 -1.324

=====

Entry 6:
Density functional theory data (ωB97M-V/def2-TZVPD) for a cluster of 5 separate species, C24H45N2O10 in total in a non-equilibrium geometry.

Summary:
HOMO energy in eV: -11.7
Total charge: +1
LUMO level in hartree: -0.111

Each line ends with the Löwdin charge.
Cartesian coordinates (Å):
1 O 6.635 -4.900 -0.846  0.042
2 C 6.812 -4.169 -1.852  -0.250
3 O 6.953 -2.739 -1.770  -0.105
4 C 5.733 -2.172 -2.387  -0.188
5 C 5.285 -0.919 -1.456  -0.128
6 C 3.842 -1.353 -0.812  -0.154
7 C 2.765 -1.168 -2.005  -0.140
8 N 1.695 -2.219 -2.024  -0.042
9 C 1.477 -3.389 -1.183  0.043
10 C 0.182 -4.081 -1.645  0.012
11 N -0.333 -3.308 -2.760  0.071
12 C 0.597 -2.205 -2.977  0.024
13 H 6.853 -4.682 -2.886  0.166
14 H 4.922 -2.981 -2.454  0.118
15 H 5.967 -1.831 -3.461  0.133
16 H 6.074 -0.739 -0.648  0.130
17 H 5.059 0.016 -2.084  0.119
18 H 3.643 -0.588 0.021  0.117
19 H 3.893 -2.411 -0.386  0.104
20 H 2.212 -0.162 -1.781  0.121
21 H 3.279 -1.012 -3.021  0.140
22 H 2.190 -3.682 -0.343  0.134
23 H -0.242 -5.032 -1.184  0.125
24 H -1.202 -3.520 -3.288  0.175
25 H 0.371 -1.484 -3.827  0.163
26 O 1.342 0.352 -0.094  0.043
27 C 0.750 1.393 -0.314  -0.495
28 O 1.176 2.541 0.231  0.018
29 C 0.665 3.841 -0.112  -0.206
30 C -0.580 4.166 0.690  -0.050
31 C -0.515 1.403 -1.125  0.022
32 H 0.507 3.930 -1.189  0.108
33 H 1.451 4.556 0.144  0.129
34 H -1.390 3.465 0.475  0.072
35 H -0.929 5.176 0.467  0.088
36 H -0.374 4.092 1.760  0.068
37 H -1.356 1.151 -0.479  0.105
38 H -0.426 0.651 -1.911  0.078
39 H -0.706 2.346 -1.629  0.044
40 O -0.805 3.116 -3.726  0.069
41 C -1.391 4.157 -3.942  -0.509
42 O -0.958 5.304 -3.390  -0.005
43 C -1.461 6.609 -3.723  -0.221
44 C -2.703 6.935 -2.917  -0.059
45 C -2.657 4.174 -4.754  0.016
46 H -1.620 6.706 -4.799  0.117
47 H -0.670 7.316 -3.463  0.126
48 H -3.518 6.242 -3.136  0.069
49 H -3.045 7.950 -3.132  0.088
50 H -2.495 6.852 -1.847  0.082
51 H -3.499 3.922 -4.108  0.101
52 H -2.570 3.424 -5.541  0.094
53 H -2.846 5.119 -5.254  0.074
54 O -2.854 -5.933 -0.337  0.067
55 C -2.698 -6.836 0.459  -0.526
56 O -2.615 -6.572 1.774  -0.001
57 C -2.616 -7.573 2.806  -0.224
58 C -1.220 -8.115 3.040  -0.065
59 C -2.506 -8.252 -0.012  0.010
60 H -3.342 -8.359 2.590  0.117
61 H -2.963 -7.074 3.714  0.126
62 H -0.827 -8.611 2.150  0.067
63 H -1.218 -8.831 3.865  0.086
64 H -0.530 -7.301 3.279  0.085
65 H -1.459 -8.403 -0.273  0.096
66 H -3.125 -8.406 -0.898  0.095
67 H -2.817 -9.002 0.710  0.073
68 O -2.317 5.651 3.806  0.094
69 C -2.161 4.756 4.606  -0.522
70 O -2.075 5.027 5.922  0.001
71 C -2.075 4.033 6.959  -0.229
72 C -0.679 3.492 7.193  -0.066
73 C -1.970 3.337 4.143  0.000
74 H -2.802 3.246 6.748  0.114
75 H -2.420 4.538 7.864  0.125
76 H -0.288 2.990 6.306  0.066
77 H -0.676 2.781 8.022  0.083
78 H 0.011 4.307 7.426  0.086
79 H -0.923 3.184 3.881  0.087
80 H -2.590 3.178 3.259  0.090
81 H -2.281 2.590 4.869  0.070

Atomic forces in eV per Å
0.840 3.371 -3.930
-0.319 -2.040 3.090
-1.630 -2.614 -0.777
0.290 1.229 -0.408
-1.361 -1.476 -0.278
0.905 1.211 -0.375
0.408 1.867 0.936
-4.560 -2.742 -2.057
-3.152 -0.416 -2.211
3.558 2.801 0.344
4.490 1.294 2.474
-0.448 -1.975 1.634
0.024 1.295 1.208
1.003 1.240 0.237
-0.205 -0.541 1.577
-1.177 -0.196 -1.300
0.761 -1.316 0.983
-0.205 -1.452 -1.212
-0.014 1.503 -0.651
1.036 -2.082 -0.456
-0.910 -0.992 1.380
-1.353 0.553 -1.498
0.295 1.709 -1.022
1.073 0.425 0.530
0.802 -0.894 1.565
-0.169 0.839 0.246
-0.378 0.094 0.307
0.579 -0.631 -0.052
-0.399 0.392 -0.058
-0.074 -0.195 0.070
0.083 0.129 -0.460
-0.050 -0.151 0.044
0.083 -0.329 0.040
0.006 0.098 -0.085
0.047 -0.071 0.055
0.032 0.152 -0.132
0.056 -0.031 0.017
-0.075 -0.066 0.188
-0.059 -0.010 0.126
-0.061 0.810 0.078
-0.189 -0.267 0.022
0.575 -0.402 0.037
-0.336 0.307 0.078
-0.130 -0.179 0.075
0.115 0.058 -0.630
-0.033 -0.139 0.061
0.078 -0.315 0.007
0.018 0.106 -0.077
0.050 -0.072 0.017
0.054 0.099 -0.108
0.029 0.033 -0.022
-0.041 -0.095 0.256
-0.120 0.086 0.185
0.280 -0.243 0.681
0.123 0.082 -0.301
-0.314 0.510 -0.196
0.228 -0.261 0.180
0.155 -0.001 -0.168
-0.565 -0.322 -0.083
0.080 0.049 -0.112
-0.026 0.162 -0.277
-0.080 -0.076 0.083
-0.011 0.065 -0.055
-0.133 -0.050 0.080
-0.037 -0.027 0.035
0.225 0.154 -0.032
0.220 -0.013 0.096
0.110 -0.458 0.776
0.120 0.346 -0.507
-0.308 0.419 -0.015
0.232 -0.170 0.090
0.159 -0.020 -0.141
-0.524 -0.400 -0.052
0.073 0.029 -0.103
-0.023 0.154 -0.266
-0.076 -0.062 0.075
-0.012 0.059 -0.045
-0.137 -0.050 0.062
-0.033 -0.030 0.059
0.213 0.166 -0.035
0.216 -0.026 0.105